Entry 1:
Density functional theory data (ωB97M-V with the def2-TZVPD basis set) for the ion C5H7N4 with charge +1.

Computed properties:
Total charge: +1
SMILES: CNC(=[NH2+])C(C#N)C#N

Bonds (Å) are listed after each position.
Cartesian coordinates (Å):
1 C 2.26756 -0.44122 -0.04763  N2 1.387, H10 1.034, H11 1.039, H12 1.074
2 N 0.97882 -0.51458 -0.55549  C1 1.387, C3 1.333, H13 1.033
3 C -0.02019 0.19753 -0.03339  N2 1.333, N4 1.275, C5 1.661
4 N 0.02549 1.00207 0.95457  C3 1.275, H14 1.074, H15 1.011
5 C -1.50816 -0.19715 -0.65822  C3 1.661, C6 1.404, C8 1.457, H16 1.172
6 C -1.99449 -1.25820 0.12217  C5 1.404, N7 1.138
7 N -2.44455 -1.96403 0.89332  C6 1.138
8 C -2.16932 1.07204 -0.38590  C5 1.457, N9 1.142
9 N -2.71972 2.04220 -0.14185  C8 1.142
10 H 2.24155 -0.82500 0.91183  C1 1.034
11 H 3.03462 -0.98085 -0.49401  C1 1.039
12 H 2.70527 0.52412 0.12458  C1 1.074
13 H 1.01212 -0.87807 -1.52236  N2 1.033
14 H -0.81300 1.67031 1.02042  N4 1.074
15 H 0.79671 0.99890 1.60874  N4 1.011
16 H -1.39272 -0.44805 -1.79680  C5 1.172

Per-atom Löwdin charges, elementary charge units: -0.060, 0.061, -0.249, 0.259, -0.149, -0.191, 0.254, -0.197, 0.248, 0.087, 0.098, 0.113, 0.196, 0.166, 0.157, 0.207



Entry 2:
Density functional theory data (ωB97M-V with the def2-TZVPD basis set) for a cluster of 5 separate species, C24H49BIN2O16 in total.

Computed properties:
Total charge: -1

Bonds (Å) are listed after each position.
Cartesian coordinates (Å):
1 C -4.65460 1.90350 -4.74485  C2 1.611, H17 1.138, H18 1.151, H19 1.150
2 C -3.25998 1.61782 -5.49934  C1 1.611, O3 1.466, H20 1.156, H21 1.155
3 O -2.77658 2.77011 -6.26586  C2 1.466, B4 1.443
4 B -1.66059 3.38290 -5.58656  O3 1.443, O5 1.471, C6 1.625
5 O -1.95544 4.08345 -4.32761  B4 1.471, H22 0.990
6 C -0.09855 3.33672 -6.03362  B4 1.625, C7 1.606, C8 1.636, N11 1.486
7 C 0.77003 3.01139 -4.72231  C6 1.606, H23 1.154, H24 1.147, H25 1.157
8 C 0.26928 4.88626 -6.40626  C6 1.636, O9 1.290, O10 1.383
9 O -0.65230 5.78796 -6.45189  C8 1.290
10 O 1.55677 5.27423 -6.72812  C8 1.383
11 N 0.22749 2.54640 -7.24909  C6 1.486, I12 2.084, C13 1.477
12 I -0.67153 3.33595 -8.95499  N11 2.084
13 C 0.04338 1.08433 -7.14819  N11 1.477, C14 1.628, H26 1.142, H27 1.157
14 C 1.30540 0.25746 -6.53777  C13 1.628, C15 1.621, H28 1.149, H29 1.155
15 C 0.87956 -0.57621 -5.21439  C14 1.621, N16 1.507, H30 1.141, H31 1.159
16 N 1.52280 -0.07966 -3.94561  C15 1.507, H32 1.025, H33 1.026
17 H -4.93974 2.98290 -4.96744  C1 1.138
18 H -4.50780 1.70195 -3.62134  C1 1.151
19 H -5.46656 1.16813 -5.09586  C1 1.150
20 H -3.43344 0.74402 -6.23536  C2 1.156
21 H -2.47262 1.23682 -4.74474  C2 1.155
22 H -1.79153 3.39141 -3.63864  O5 0.990
23 H 1.81413 2.58163 -4.96257  C7 1.154
24 H 0.21437 2.39317 -3.93229  C7 1.147
25 H 0.98458 4.02985 -4.21806  C7 1.157
26 H -0.88762 0.71473 -6.59991  C13 1.142
27 H -0.06043 0.69042 -8.23119  C13 1.157
28 H 2.21245 0.92900 -6.32151  C14 1.149
29 H 1.63780 -0.53867 -7.30570  C14 1.155
30 H -0.24490 -0.59559 -5.01924  C15 1.141
31 H 1.19889 -1.68479 -5.32565  C15 1.159
32 H 0.78289 0.35539 -3.38453  N16 1.025
33 H 2.28686 0.56717 -4.16814  N16 1.026
34 C 3.45393 0.79869 2.97923  C35 1.517, H41 1.093, H42 1.092, H43 1.093
35 C 2.11993 0.43802 2.35221  C34 1.517, O36 1.432, H44 1.092, H45 1.094
36 O 2.22451 0.36697 0.92613  C35 1.432, C37 1.342
37 C 2.79008 -0.75011 0.44316  O36 1.342, O38 1.210, O39 1.341
38 O 3.19773 -1.68341 1.09662  C37 1.210
39 O 2.84724 -0.64433 -0.89288  C37 1.341, C40 1.427
40 C 3.51829 -1.72998 -1.53055  O39 1.427, H46 1.092, H47 1.093, H48 1.090
41 H 3.85267 1.71394 2.53444  C34 1.093
42 H 3.34767 0.94367 4.05659  C34 1.092
43 H 4.19562 0.01421 2.80984  C34 1.093
44 H 1.39206 1.22191 2.57381  C35 1.092
45 H 1.72159 -0.49585 2.75865  C35 1.094
46 H 3.09714 -2.69098 -1.22789  C40 1.092
47 H 4.58662 -1.68879 -1.30371  C40 1.093
48 H 3.38670 -1.61995 -2.60744  C40 1.090
49 C 2.96568 -3.18875 4.16946  C50 1.517, H56 1.093, H57 1.092, H58 1.093
50 C 2.86523 -4.02752 2.90935  C49 1.517, O51 1.435, H59 1.092, H60 1.092
51 O 2.65543 -5.41108 3.22833  C50 1.435, C52 1.340
52 C 1.40580 -5.73849 3.58510  O51 1.340, O53 1.208, O54 1.346
53 O 0.46097 -4.98828 3.64797  C52 1.208
54 O 1.38643 -7.05003 3.88595  C52 1.346, C55 1.426
55 C 0.12920 -7.51089 4.37660  O54 1.426, H61 1.092, H62 1.093, H63 1.091
56 H 3.72808 -3.59291 4.84084  C49 1.093
57 H 3.21838 -2.15510 3.92499  C49 1.092
58 H 2.02282 -3.19067 4.72236  C49 1.093
59 H 3.80784 -3.97119 2.36174  C50 1.092
60 H 2.08304 -3.66067 2.24141  C50 1.092
61 H -0.68343 -7.24922 3.69581  C55 1.092
62 H -0.05446 -7.09834 5.37164  C55 1.093
63 H 0.17812 -8.59774 4.45469  C55 1.091
64 C -1.16414 7.37936 -2.28087  C65 1.517, H71 1.094, H72 1.092, H73 1.093
65 C 0.29731 7.06253 -2.02863  C64 1.517, O66 1.437, H74 1.092, H75 1.093
66 O 0.58348 7.02870 -0.62124  C65 1.437, C67 1.340
67 C 0.19963 5.91697 0.02021  O66 1.340, O68 1.207, O69 1.348
68 O -0.34247 4.95753 -0.47314  C67 1.207
69 O 0.50399 6.06038 1.32529  C67 1.348, C70 1.425
70 C 0.05965 4.98059 2.14148  O69 1.425, H76 1.092, H77 1.093, H78 1.091
71 H -1.45368 8.29933 -1.76490  C64 1.094
72 H -1.35421 7.49567 -3.34969  C64 1.092
73 H -1.81213 6.58560 -1.90164  C64 1.093
74 H 0.91782 7.85364 -2.45500  C65 1.092
75 H 0.59546 6.12634 -2.50721  C65 1.093
76 H 0.40982 4.02057 1.75593  C70 1.092
77 H -1.03074 4.99255 2.21114  C70 1.093
78 H 0.47347 5.12365 3.14088  C70 1.091
79 C -4.08833 -3.79514 6.05006  C80 1.517, H86 1.093, H87 1.092, H88 1.093
80 C -2.62490 -4.10888 6.29939  C79 1.517, O81 1.434, H89 1.092, H90 1.093
81 O -2.34102 -4.15371 7.70400  C80 1.434, C82 1.341
82 C -2.72203 -5.27389 8.33483  O81 1.341, O83 1.208, O84 1.345
83 O -3.25972 -6.23037 7.82965  C82 1.208
84 O -2.42125 -5.14182 9.63942  C82 1.345, C85 1.426
85 C -2.86294 -6.23116 10.44651  O84 1.426, H91 1.092, H92 1.093, H93 1.091
86 H -4.38033 -2.88146 6.57426  C79 1.093
87 H -4.27959 -3.66937 4.98242  C79 1.092
88 H -4.73329 -4.59462 6.42260  C79 1.093
89 H -2.00767 -3.31144 5.88008  C80 1.092
90 H -2.32245 -5.03967 5.81267  C80 1.093
91 H -2.50856 -7.18631 10.05368  C85 1.092
92 H -3.95334 -6.22387 10.51464  C85 1.093
93 H -2.45123 -6.09490 11.44736  C85 1.091

Per-atom Löwdin charges, elementary charge units: -0.083, -0.244, -0.044, -0.543, 0.065, -0.380, -0.022, -0.617, -0.102, -0.195, -0.476, 0.957, -0.305, -0.151, -0.267, -0.034, 0.090, 0.075, 0.070, 0.125, 0.114, 0.093, 0.085, 0.070, 0.100, 0.094, 0.074, 0.106, 0.100, 0.099, 0.096, 0.051, 0.053, -0.071, -0.212, 0.041, -0.571, 0.102, 0.004, -0.050, 0.083, 0.080, 0.070, 0.118, 0.116, 0.095, 0.097, 0.075, -0.056, -0.218, 0.035, -0.588, 0.112, -0.002, -0.050, 0.082, 0.060, 0.075, 0.121, 0.114, 0.096, 0.095, 0.092, -0.060, -0.197, 0.029, -0.589, 0.120, -0.006, -0.056, 0.075, 0.088, 0.073, 0.125, 0.121, 0.087, 0.098, 0.089, -0.066, -0.210, 0.033, -0.589, 0.116, -0.001, -0.051, 0.081, 0.082, 0.074, 0.126, 0.119, 0.095, 0.099, 0.092



Entry 3:
Density functional theory data (ωB97M-V with the def2-TZVPD basis set) for the ion H2NO3S with charge -1.

Computed properties:
Total charge: -1
SMILES: NS(=O)(=O)[O-]

Bonds (Å) are listed after each position.
Cartesian coordinates (Å):
1 N -0.45905 0.16442 -0.08103  S2 1.749, H6 1.013, H7 1.011
2 S -0.26218 1.75156 0.62686  N1 1.749, O3 1.459, O4 2.045, O5 1.447
3 O 0.41362 1.54414 1.90327  S2 1.459
4 O 0.79478 2.52779 -0.94251  S2 2.045
5 O -1.58007 2.34245 0.72299  S2 1.447
6 H 0.32604 0.15499 -0.72053  N1 1.013
7 H -0.32129 -0.53024 0.64049  N1 1.011

Per-atom Löwdin charges, elementary charge units: -0.142, 0.586, -0.433, -0.621, -0.419, 0.007, 0.021



Entry 4:
Density functional theory data (ωB97M-V with the def2-TZVPD basis set) for a cluster of 14 separate species, C5H35NO15 in total.

Computed properties:
Total charge: 0

Bonds (Å) are listed after each position.
Cartesian coordinates (Å):
1 C -0.25570 -0.50073 0.23736  C2 1.556, C5 1.494, H9 1.094, H10 1.083
2 C -1.44165 -1.22056 0.94216  C1 1.556, C3 1.499, H11 1.093, H12 1.086
3 C -2.82609 -0.98305 0.41829  C2 1.499, O4 1.213, H13 1.102
4 O -3.62058 -0.29570 1.02402  C3 1.213
5 C -0.57156 0.78648 -0.45150  C1 1.494, N6 1.338, O8 1.258
6 N 0.15489 1.89418 -0.26633  C5 1.338, C7 1.462, H14 1.016
7 C 1.32413 1.97750 0.60721  N6 1.462, H15 1.090, H16 1.084, H17 1.089
8 O -1.54564 0.83502 -1.24656  C5 1.258
9 H 0.16950 -1.18755 -0.50087  C1 1.094
10 H 0.53332 -0.36905 0.96770  C1 1.083
11 H -1.21996 -2.29013 0.91766  C2 1.093
12 H -1.43159 -1.01733 2.00935  C2 1.086
13 H -3.09978 -1.47452 -0.52939  C3 1.102
14 H -0.01678 2.64808 -0.92469  N6 1.016
15 H 1.56689 3.02030 0.80883  C7 1.090
16 H 1.09496 1.53464 1.56951  C7 1.084
17 H 2.20769 1.51110 0.17270  C7 1.089
18 H 2.35705 -2.99281 -2.26478  O20 0.991
19 H 2.43937 -1.96331 -3.37195  O20 0.945
20 O 3.00138 -2.50446 -2.83806  H18 0.991, H19 0.945
21 H 0.45687 -2.21027 4.54363  O23 0.952
22 H 0.87900 -0.93882 3.70381  O23 0.985
23 O 0.81756 -1.92151 3.71135  H21 0.952, H22 0.985
24 H 3.47485 -1.13356 -1.78136  O26 0.979
25 H 2.44441 -0.01922 -1.91089  O26 0.981
26 O 3.18514 -0.30995 -1.33792  H24 0.979, H25 0.981
27 H -1.94995 -1.58371 -3.42772  O29 0.955
28 H -1.55744 -0.65078 -2.21333  O29 0.989
29 O -1.32894 -1.47470 -2.71072  H27 0.955, H28 0.989
30 H 0.28373 -0.64786 -3.07580  O32 0.984
31 H 0.76186 0.75679 -3.54772  O32 0.976
32 O 1.07666 -0.06843 -3.13250  H30 0.984, H31 0.976
33 H 2.43178 -2.46592 1.25095  O35 0.984
34 H 1.25117 -2.84532 2.17128  O35 0.982
35 O 1.64205 -3.05151 1.29446  H33 0.984, H34 0.982
36 H 1.29945 1.28879 4.30198  O38 0.964
37 H 0.05848 1.20095 3.35891  O38 1.002
38 O 0.97529 0.83029 3.51824  H36 0.964, H37 1.002
39 H -2.55982 3.50346 0.77114  O41 1.001
40 H -1.09612 3.83325 0.88159  O41 0.966
41 O -1.89993 3.89532 1.41341  H39 1.001, H40 0.966
42 H -1.63775 2.67295 2.64178  O44 0.988
43 H -2.24907 1.25934 2.79587  O44 0.969
44 O -1.57722 1.84486 3.17758  H42 0.988, H43 0.969
45 H 3.04827 -0.43032 1.80892  O47 0.965
46 H 3.40945 -0.77704 0.33393  O47 0.994
47 O 3.51192 -1.08609 1.27324  H45 0.965, H46 0.994
48 H -0.57017 2.54156 -4.65249  O50 0.971
49 H -0.93014 2.02945 -3.23605  O50 0.977
50 O -0.17542 2.27830 -3.80494  H48 0.971, H49 0.977
51 H 0.13941 -3.22130 -1.49478  O53 0.973
52 H 1.22869 -3.51858 -0.37556  O53 0.992
53 O 0.98614 -3.66994 -1.32561  H51 0.973, H52 0.992
54 H -2.85750 2.05998 -0.92105  O56 0.975
55 H -4.06414 1.97951 0.01097  O56 0.963
56 O -3.51298 2.61444 -0.45907  H54 0.975, H55 0.963

Per-atom Löwdin charges, elementary charge units: -0.062, -0.103, -0.246, 0.045, -0.425, 0.073, -0.034, -0.055, 0.110, 0.092, 0.123, 0.107, 0.125, 0.151, 0.099, 0.045, 0.083, 0.024, 0.008, -0.064, 0.047, 0.008, -0.059, 0.024, 0.010, -0.098, 0.062, 0.015, -0.052, 0.021, 0.015, -0.072, 0.012, 0.015, -0.091, 0.074, 0.030, -0.088, 0.032, 0.030, -0.070, 0.018, 0.045, -0.065, 0.035, 0.016, -0.067, 0.074, 0.042, -0.050, 0.030, 0.019, -0.073, 0.012, 0.048, -0.050



Result set for E_HOMO: -15.96 -4.27 -4.42 -10.57 eV, one per record in the order listed.
Result set for energy above the lowest of the compared OMol25 structures with the same formula, charge and spin: 125.3 0.0 308.3 0.0 kJ/mol, one per record in the order listed.
Result set for lowest unoccupied orbital energy: -4.64 1.65 4.04 -0.15 eV, one per record in the order listed.